(1)
{"formula": "BaH20O10", "method": "ωB97M-V/def2-TZVPD", "charge": 2, "e_homo_ha": -0.675, "multiplicity": 1, "elements": ["Ba", "O", "H", "H", "O", "H", "H", "O", "H", "H", "O", "H", "H", "O", "H", "H", "O", "H", "H", "O", "H", "H", "O", "H", "H", "O", "H", "H", "O", "H", "H"], "xyz": [[0.1569, -0.4010, -0.0321], [0.1199, 0.2290, -2.6621], [-0.7671, 0.3510, -2.9411], [0.4059, 1.1610, -2.6681], [2.4799, -0.0180, 1.7299], [2.3809, -0.5970, 2.4529], [2.3169, 0.8910, 2.0379], [-2.1661, -1.3600, -1.4301], [-3.0751, -1.1080, -1.6571], [-2.2561, -2.0860, -0.7891], [1.3509, 2.2360, -0.6421], [1.8819, 2.5810, 0.0389], [1.9809, 2.1880, -1.4111], [-1.8551, 1.7500, -0.4541], [-1.4761, 2.6030, -0.2211], [-2.0961, 1.7540, -1.3681], [0.3839, -2.4920, -1.8911], [0.5299, -2.0770, -2.7331], [-0.3421, -3.1130, -2.0011], [-2.2351, -0.3210, 1.4389], [-2.4191, -0.2900, 2.3569], [-3.1141, -0.5490, 1.0339], [0.1629, -1.3610, 2.6809], [-0.4151, -1.1060, 3.3839], [0.0879, -2.3410, 2.7449], [2.6759, -0.6310, -1.1321], [3.3109, -0.0400, -0.7291], [2.8809, -0.5600, -2.0501], [-0.1641, 1.7170, 1.9999], [0.3289, 1.5280, 2.7449], [-1.0551, 1.4630, 2.1699]]}

---

(2)
{"formula": "BeH32O20S", "method": "ωB97M-V/def2-TZVPD", "charge": 0, "e_homo_ha": -0.345, "multiplicity": 1, "elements": ["Be", "S", "O", "O", "O", "O", "O", "H", "H", "O", "H", "H", "O", "H", "H", "O", "H", "H", "O", "H", "H", "O", "H", "H", "O", "H", "H", "O", "H", "H", "O", "H", "H", "O", "H", "H", "O", "H", "H", "O", "H", "H", "O", "H", "H", "O", "H", "H", "O", "H", "H", "O", "H", "H"], "xyz": [[-0.0177, -1.7948, 2.2629], [-0.1525, 0.1231, 0.0593], [0.8747, 1.1286, 0.2736], [-1.3788, 0.8291, -0.0244], [-0.0196, -0.5145, -1.2592], [-0.1102, -0.8283, 1.1348], [-3.7954, 0.5145, 0.3217], [-2.8505, 0.6897, 0.0688], [-4.1808, 0.6279, -0.5506], [-1.9425, 2.7558, -1.7494], [-1.7905, 2.0957, -1.0655], [-1.0871, 3.0736, -1.9767], [-2.2806, -1.4830, -2.3407], [-1.9859, -2.1368, -2.9421], [-1.4572, -1.0413, -2.0073], [0.5024, -2.6559, -2.2931], [0.2853, -1.7715, -1.8388], [0.9974, -2.3851, -3.0518], [-1.2698, -2.8941, 2.1702], [-1.9099, -2.5795, 1.5190], [-1.4486, -3.8146, 2.1867], [-2.0251, 3.0204, 1.5346], [-2.6215, 3.4369, 0.9461], [-1.6852, 2.2712, 0.9897], [1.9512, 0.3578, -2.7046], [2.2421, 1.2634, -2.4967], [1.1901, 0.2210, -2.1068], [-0.5275, 1.0306, -3.9769], [-0.0636, 0.3981, -3.4420], [-1.4489, 0.7372, -3.9380], [3.4573, 1.6163, -0.3527], [2.5556, 1.2878, -0.2982], [3.9912, 0.8375, -0.3750], [2.2339, 0.2125, 2.5254], [2.8697, -0.4660, 2.4353], [2.1982, 0.6033, 1.6688], [1.3996, -2.7303, 2.2476], [1.5870, -3.3597, 2.9695], [2.0800, -2.9126, 1.5494], [-0.1032, -0.9676, 3.7613], [0.2477, -1.0085, 4.6488], [-0.4888, -0.0472, 3.6846], [2.4177, -2.4843, -0.2588], [1.8205, -2.4708, -1.0077], [3.2582, -2.0638, -0.4470], [1.5536, 3.2220, 1.9741], [2.4969, 3.3796, 2.0520], [1.3821, 2.3667, 1.5845], [0.5697, 3.3531, -1.1009], [0.4252, 4.0212, -0.4124], [0.7216, 2.5601, -0.5886], [-2.8195, -2.1774, 0.2727], [-3.3308, -1.3692, 0.4233], [-2.5169, -2.0783, -0.6588]]}

---

(3)
{"formula": "Br2FH2PSi", "method": "ωB97M-V/def2-TZVPD", "charge": 0, "e_homo_ha": [-0.358, -0.343], "multiplicity": 1, "elements": ["F", "Si", "P", "Br", "Br", "H", "H"], "xyz": [[0.9743, 1.8940, -1.1187], [0.6556, 1.2521, 0.3372], [-1.1529, -2.7332, 0.0607], [-1.4725, 1.9800, 0.3845], [1.8844, 2.7375, 1.4318], [-0.3363, -3.6158, -0.6863], [-0.5525, -1.5146, -0.4093]]}

---

(4)
{"formula": "Br2H2O2Si", "method": "ωB97M-V/def2-TZVPD", "charge": 0, "e_homo_ha": -0.385, "multiplicity": 1, "elements": ["O", "O", "Si", "Br", "Br", "H", "H"], "xyz": [[0.5191, -0.4504, -1.3811], [0.8901, -0.1122, 1.3389], [-0.0552, 0.0457, 0.0308], [-0.8148, 2.0734, 0.0152], [-1.8559, -1.2805, 0.2281], [0.7295, 0.4651, -2.2762], [0.5871, -0.7410, 2.0442]]}

---

> Look up the charge of the third one.

0

---

> Among the records above, which one has the highest charge?

BaH20O10

---

> Which formula does entry 2 have?

BeH32O20S

---

> What is the charge in the fourth record?

0